C6H3NO as an isolated structure in a non-equilibrium geometry. Source: the Open Molecules 2025 dataset; level of theory: ωB97M-V with the def2-TZVPD basis set.

Atoms and positions in Å:
C  0.31673  -0.24143  2.29103
C  0.16205  -0.14558  0.78329
C  -0.08414  0.02333  -0.42042
C  -0.21116  0.05564  -1.73963
C  -0.30410  0.09361  -2.86475
C  0.08211  -0.01120  -4.24952
H  -0.80590  0.68790  3.81634
H  -0.58340  -0.94760  2.38318
H  1.35744  -0.69090  2.57484
N  0.14635  0.22306  -5.36399
O  -0.07599  0.95318  2.78965

As for the molar mass: 105.1 g/mol. As for the LUMO energy: -0.55 eV. The value obtained for the highest occupied orbital energy is -9.8 eV. The net charge is 0. As for the energy relative to the best compared isomer or geometry (same formula, charge and spin): 121.3 kcal per mole. The calculation puts the total energy at -360.178205 a.u. For the orbital gap, the calculation gives 9.222 eV.


C21H32KN2O3P as an isolated structure in a non-equilibrium geometry. Source: the Open Molecules 2025 dataset; level of theory: ωB97M-V with the def2-TZVPD basis set.

Atoms and positions in Å:
K  0.59090  1.22639  -0.05688
C  2.62763  -0.10043  -3.38530
C  1.23950  -0.72781  -3.58546
C  0.36971  0.27824  -4.27549
C  0.65793  0.61709  -5.61102
C  -0.10174  1.60330  -6.24606
C  -1.08613  2.29306  -5.54799
C  -1.42366  1.95649  -4.21506
C  -2.60300  2.69530  -3.61183
C  -3.52272  3.31155  -4.68674
C  -0.67215  0.92900  -3.55987
N  -0.89397  0.63039  -2.17997
C  -2.09132  0.30956  -1.74775
C  -2.59659  0.46275  -0.42306
C  -3.98771  0.66876  -0.07020
C  -4.01506  1.14077  1.23618
C  -2.68397  1.09767  1.66568
N  -1.82979  0.70011  0.68410
H  3.19666  -0.57798  -2.61485
H  2.53871  0.94551  -3.18383
H  3.16057  -0.15782  -4.33268
H  0.71348  -1.04490  -2.68149
H  1.39025  -1.62607  -4.15660
H  1.54063  0.15028  -6.11916
H  0.15550  1.90193  -7.27246
H  -1.64017  3.05833  -6.11869
H  -2.34923  3.42751  -2.84162
H  -3.21550  1.98274  -3.05406
H  -3.32686  4.33819  -5.05135
H  -4.56077  3.38960  -4.30390
H  -3.61938  2.70211  -5.59897
H  -2.87962  0.07575  -2.49462
H  -4.83540  0.61052  -0.76110
H  -4.87206  1.46915  1.83600
H  -2.34886  1.48843  2.58897
C  3.33147  -1.08397  6.49497
C  3.96735  -0.92122  5.11848
O  3.00329  -1.45268  4.13248
P  1.97403  -0.43065  3.33111
O  1.34505  -1.58688  2.33928
C  2.03783  -2.15538  1.21624
C  2.29658  -3.63459  1.52378
O  0.68788  -0.33997  4.32696
C  -0.37752  -1.37164  4.45458
C  -0.92670  -1.20528  5.86507
H  4.13611  -0.86486  7.23807
H  2.86572  -2.05227  6.67126
H  2.57229  -0.32368  6.70446
H  4.84905  -1.55550  4.98307
H  4.16839  0.13506  4.82932
H  2.93919  -1.54951  0.96173
H  1.43567  -2.03216  0.29207
H  2.69696  -3.74094  2.54988
H  3.00939  -3.94137  0.75644
H  1.33470  -4.18659  1.41268
H  0.07690  -2.35211  4.27966
H  -1.11941  -1.12728  3.63942
H  -0.16754  -1.27312  6.66186
H  -1.70791  -1.97044  6.01543
H  -1.45461  -0.20840  5.97884

As for the molar mass: 430.6 g/mol. As for the LUMO energy: -0.24 eV. The value obtained for the highest occupied orbital energy is -6.8 eV. The net charge is 0. As for the energy relative to the best compared isomer or geometry (same formula, charge and spin): 0.0 kcal per mole. The calculation puts the total energy at -2095.936254 a.u. For the orbital gap, the calculation gives 6.595 eV.


A 2-piece molecular cluster, C5H6N overall in a non-equilibrium geometry. Source: the Open Molecules 2025 dataset; level of theory: ωB97M-V with the def2-TZVPD basis set.

Atoms and positions in Å:
C  0.92377  -0.06769  0.16660
C  -0.30496  -0.03803  0.09733
C  -2.81401  0.38114  0.54990
C  -2.69742  -0.65138  -0.22788
C  2.34718  0.01755  0.23635
N  -1.55691  0.22255  -0.19782
H  -3.35950  0.85816  1.27160
H  -3.18068  -1.60193  -0.45696
H  2.65679  -0.19658  -0.82127
H  2.81790  0.86806  0.73952
H  2.51380  -0.94614  0.78348
H  -1.32949  1.24313  -1.75915

As for the spin multiplicity: 3. As for the molar mass: 80.1 g/mol. As for the LUMO energy (alpha / beta): -4.33 / -7.46 eV. The value obtained for the highest occupied orbital energy (alpha / beta) is -13.1 / -15.2 eV. The net charge is +1. As for the energy relative to the best compared isomer or geometry (same formula, charge and spin): 136.6 kcal per mole. The calculation puts the total energy at -248.241555 a.u. For the orbital gap (alpha / beta), the calculation gives 8.728 / 7.736 eV.


C11H25Cl2IrN7 as an isolated structure. Source: the Open Molecules 2025 dataset; level of theory: ωB97M-V with the def2-TZVPD basis set.

Atoms and positions in Å:
Ir  -0.60424  0.81232  0.47044
Cl  -0.62457  1.82081  2.81523
C  -0.69605  3.50458  2.18622
Cl  -0.86128  3.40874  0.41193
H  0.23944  3.99800  2.42865
H  -1.56313  4.00158  2.60919
C  6.83343  0.94059  -0.28867
C  5.84761  0.06450  -1.12018
C  5.54262  0.42966  -2.53531
C  4.85077  -0.77745  -0.34605
N  3.53308  -0.13511  -0.18460
C  2.29993  -0.60528  -0.38306
N  1.46759  0.31949  0.05452
N  2.22200  1.36018  0.52112
N  3.45027  1.08199  0.38637
H  7.62799  1.39953  -0.87051
H  7.17315  0.52182  0.65746
H  6.06532  1.72975  -0.02209
H  6.82069  -0.56084  -1.22375
H  5.01844  1.40412  -2.54659
H  4.89204  -0.29308  -3.02612
H  6.44493  0.60932  -3.11967
H  5.23105  -1.00948  0.64861
H  4.69186  -1.71475  -0.88371
H  2.05139  -1.56404  -0.81147
C  -2.32145  -1.56352  1.95378
N  -3.46005  -1.48148  1.03663
C  -4.42537  -2.60195  1.10577
C  -3.51447  -0.52856  0.14245
N  -2.57250  0.35442  -0.14303
N  -4.75110  -0.42452  -0.59854
C  -5.98474  -0.14431  0.09825
C  -4.73379  -0.44382  -2.04301
H  -2.45658  -2.42826  2.59741
H  -2.28150  -0.67008  2.57602
H  -1.38795  -1.69799  1.39786
H  -3.86489  -3.53500  1.06466
H  -5.11323  -2.59417  0.26667
H  -4.97609  -2.56217  2.04488
H  -2.89798  1.04415  -0.81265
H  -5.83275  -0.07197  1.17112
H  -6.72854  -0.91602  -0.14053
H  -6.39950  0.79439  -0.29762
H  -3.85999  -0.97292  -2.41612
H  -4.73006  0.58976  -2.42622
H  -5.66181  -0.89293  -2.40571

As for the spin multiplicity: 6. As for the molar mass: 518.5 g/mol. As for the LUMO energy (alpha / beta): -10.87 / -15.56 eV. The value obtained for the highest occupied orbital energy (alpha / beta) is -21.4 / -21.9 eV. The net charge is +4. As for the energy relative to the best compared isomer or geometry (same formula, charge and spin): 4.7 kcal per mole. The calculation puts the total energy at -1840.316245 a.u. For the orbital gap (alpha / beta), the calculation gives 10.547 / 6.322 eV.


C22H21BClN7O3STi as an isolated structure in a non-equilibrium geometry. Source: the Open Molecules 2025 dataset; level of theory: ωB97M-V with the def2-TZVPD basis set.

Atoms and positions in Å:
Ti  -0.17845  0.44095  1.30171
C  0.91617  4.35526  3.11020
N  -0.32738  4.34375  2.36128
C  -1.56462  4.76576  2.87078
C  -2.47613  4.09713  2.17001
N  -1.81848  3.34571  1.17426
C  -0.47984  3.50589  1.28719
S  0.79233  2.74454  0.49940
C  -2.51156  2.53887  0.26064
C  -3.51855  3.08425  -0.48863
C  -4.27204  2.20508  -1.22478
C  -4.06554  0.81915  -1.20841
C  -2.97121  0.37802  -0.42871
N  -2.21210  1.24863  0.27747
H  1.00690  5.36973  3.51056
H  1.68800  4.24832  2.37555
H  0.89937  3.52023  3.85468
H  -1.68100  5.38257  3.76881
H  -3.54135  4.08289  2.29386
H  -3.60783  4.14461  -0.49548
H  -5.01176  2.63335  -1.89702
H  -4.72215  0.15139  -1.79520
H  -2.81024  -0.70642  -0.34267
B  4.42244  -0.81534  1.32683
C  2.91230  -0.54377  1.52354
N  1.78790  -0.29499  1.64919
H  4.72887  -1.98065  1.64975
H  4.65860  -0.64973  0.16324
H  4.86798  -0.04039  2.04380
O  -1.12053  -1.36813  0.83639
N  -1.78625  -1.98142  1.77636
C  -1.79813  -1.37126  2.92440
C  -2.75967  -1.86460  3.91494
N  -3.59468  -2.04733  4.66399
C  -1.14660  -0.18932  2.92294
N  -0.96908  1.00706  3.11778
C  0.43716  0.45038  -3.47918
O  1.07015  -0.69907  -2.81802
C  0.97044  -0.77909  -1.54638
O  0.31449  -0.06430  -0.81236
H  1.16546  1.26317  -3.50908
H  -0.38346  0.82677  -2.90994
H  0.19097  0.11157  -4.46461
Cl  4.02689  -2.15605  -3.28719
C  2.90497  -3.45348  -2.85558
C  3.00932  -4.64877  -3.51399
C  2.09912  -5.67318  -3.27425
C  1.07963  -5.35430  -2.40859
C  0.99792  -4.15494  -1.73320
C  1.93762  -3.17712  -1.88688
C  1.81431  -1.90895  -1.01844
H  3.76907  -4.75166  -4.28627
H  2.12725  -6.60250  -3.79927
H  0.28101  -6.10413  -2.28204
H  0.22406  -4.04454  -0.99721
H  2.78063  -1.41617  -0.78675
H  1.44728  -2.22347  -0.07937

As for the molar mass: 557.7 g/mol. As for the LUMO energy (alpha / beta): -0.63 / -0.63 eV. The value obtained for the highest occupied orbital energy (alpha / beta) is -7.7 / -7.7 eV. The net charge is 0. As for the energy relative to the best compared isomer or geometry (same formula, charge and spin): 0.0 kcal per mole. The calculation puts the total energy at -3192.620968 a.u. For the orbital gap (alpha / beta), the calculation gives 7.103 / 7.119 eV.